<a>
{"formula": "C4H11NO", "method": "ωB97M-V/def2-TZVPD", "elements": ["C", "O", "C", "C", "C", "N", "H", "H", "H", "H", "H", "H", "H", "H", "H", "H", "H"], "coordinates": [[-0.9006, -0.2969, 1.4508], [0.4385, -0.2089, 1.8287], [-1.2720, -0.2393, -0.0180], [-0.5923, 0.7560, -1.0189], [0.7345, 0.3050, -1.6437], [1.5676, -0.1643, -0.6096], [-1.4474, 0.4417, 2.0600], [-1.3602, -1.2290, 1.8114], [0.9830, -0.1759, 1.0342], [-2.3513, -0.0993, -0.0579], [-1.0753, -1.3012, -0.4342], [-0.4933, 1.6931, -0.4670], [-1.2947, 0.8627, -1.8437], [0.3940, -0.5458, -2.2637], [1.1893, 1.1080, -2.2163], [0.5787, -1.5561, -0.1630], [2.4999, 0.2576, -0.6281]], "mulliken_charge": [-0.35, -0.47, -1.02, -0.19, -0.79, -0.38, 0.37, 0.29, 0.43, 0.39, 0.33, 0.34, 0.38, 0.33, 0.44, 0.59, 0.30], "mol_weight_g_mol": 89.14, "orbital_gap_ev": [7.41, 6.81], "e_homo_ev": [-14.7, -14.6], "s2": 0.7684, "multiplicity": 2, "charge": 1}

<b>
{"formula": "C4H11NO", "method": "ωB97M-V/def2-TZVPD", "elements": ["C", "C", "C", "C", "N", "H", "H", "H", "H", "H", "H", "H", "H", "H", "H", "H", "O"], "coordinates": [[2.2343, -0.6987, 0.0883], [1.3330, -0.3545, -1.1026], [0.3086, 0.7638, -0.6414], [-0.2200, 0.9609, 1.6396], [-0.4517, 0.3620, 0.5407], [1.7763, -1.1960, 0.9285], [2.5681, 0.2912, 0.4440], [3.1114, -1.2447, -0.2457], [1.9498, 0.3154, -1.7504], [0.9021, -1.1389, -1.7290], [0.8317, 1.6892, -0.4507], [-0.3616, 0.8933, -1.4969], [0.6713, 1.6147, 1.6848], [-1.0299, 0.9387, 2.3938], [-4.1316, -1.2338, -0.7381], [-4.7826, -1.2527, 0.6112], [-4.7090, -0.7100, -0.1762]], "mulliken_charge": [-1.07, -0.24, -0.70, -0.16, 0.14, 0.32, 0.31, 0.34, 0.25, 0.38, 0.45, 0.35, 0.31, 0.32, 0.31, 0.33, -0.64], "mol_weight_g_mol": 89.14, "orbital_gap_ev": [8.87, 5.21], "e_homo_ev": [-14.3, -14.3], "s2": 0.7571, "multiplicity": 2, "charge": 1}

<c>
{"formula": "C4H11NO", "method": "ωB97M-V/def2-TZVPD", "elements": ["C", "C", "O", "N", "H", "H", "H", "H", "H", "C", "C", "H", "H", "H", "H", "H", "H"], "coordinates": [[1.1638, 1.7562, -0.0495], [1.7901, 0.3974, -0.0281], [1.9652, -0.2949, -1.0551], [2.2759, -0.0484, 1.1293], [0.3511, 2.0345, 0.5802], [0.8321, 1.8178, -1.0731], [2.7619, -0.9403, 1.1174], [1.8283, 0.3249, 1.9553], [1.9622, 2.4908, 0.1035], [-2.4161, -1.3459, -0.0561], [-1.3140, -0.4357, -0.6145], [-3.0239, -1.0417, 0.7876], [-3.1354, -1.5462, -0.8609], [-2.0391, -2.3428, 0.1825], [-0.6229, -1.1420, -1.0396], [-0.7897, -0.0145, 0.2544], [-1.5895, 0.3309, -1.3333]], "mulliken_charge": [-1.05, 0.76, -0.14, -0.33, 0.43, 0.37, 0.27, 0.28, 0.39, -1.07, -0.50, 0.32, 0.31, 0.30, 0.26, 0.06, 0.35], "mol_weight_g_mol": 89.14, "orbital_gap_ev": [10.48, 5.69], "e_homo_ev": [-15.1, -15.1], "s2": 0.7548, "multiplicity": 2, "charge": 1}

List of relative energies, unit hartree: <a> 0.1404; <b> 0.0404; <c> 0.0000

<a>
{"formula": "C2H2IN", "method": "ωB97M-V/def2-TZVPD", "elements": ["C", "C", "N", "I", "H", "H"], "coordinates": [[1.0468, 0.6316, -0.6134], [-0.8904, -0.0282, 0.5629], [-0.0145, 0.1786, -0.3103], [2.5056, -0.3484, -1.7097], [-0.5958, -0.4470, 1.5140], [-2.0518, 0.0134, 0.5566]], "mulliken_charge": [-0.16, -0.29, -0.05, 0.07, 0.21, 0.21], "mol_weight_g_mol": 166.95, "orbital_gap_ev": [7.88, 7.88], "e_homo_ev": [-8.1, -8.1]}

<b>
{"formula": "C2H2IN", "method": "ωB97M-V/def2-TZVPD", "elements": ["C", "C", "N", "I", "H", "H"], "coordinates": [[0.6579, -1.6724, 0.2033], [-0.0244, 1.2647, 0.0539], [0.8757, -2.7876, 0.0862], [-2.0935, 0.9147, 0.0470], [0.4070, 0.2477, 0.2229], [0.1773, 2.0330, -0.6133]], "mulliken_charge": [-0.42, -0.13, -0.35, 0.39, 0.20, 0.31], "mol_weight_g_mol": 166.95, "orbital_gap_ev": [5.40, 5.39], "e_homo_ev": [-9.5, -9.5]}

List of relative energies, unit hartree: <a> 0.0000; <b> 0.1094

<a>
{"formula": "C5H16NO", "method": "ωB97M-V/def2-TZVPD", "elements": ["C", "C", "C", "C", "C", "N", "H", "H", "H", "H", "H", "H", "H", "H", "H", "H", "H", "H", "H", "H", "H", "H", "O"], "coordinates": [[0.8186, -0.0242, -0.6263], [-0.6991, 0.3348, -0.7260], [-1.6982, -0.8039, -0.3261], [-0.9317, 1.7511, -0.0973], [0.0269, 2.8404, -0.5473], [1.1224, -1.4323, -0.1919], [1.3293, 0.6672, 0.0453], [1.2914, 0.0654, -1.6079], [-0.7936, 0.4308, -1.8136], [-2.5769, -0.4784, -0.8847], [-1.2963, -1.6449, -0.9047], [-2.0627, -1.0721, 0.6628], [-2.0033, 1.7825, -0.3353], [-0.9170, 1.6195, 0.9903], [0.0967, 2.8817, -1.6307], [-0.3914, 3.8068, -0.2375], [0.9534, 2.8549, 0.0291], [1.0979, -2.0915, -0.9659], [2.0330, -1.3055, 0.2631], [0.5846, -1.7862, 0.6123], [0.5753, -2.6355, 2.8776], [2.0832, -2.8148, 3.0158], [1.3573, -2.9459, 2.3989]], "mulliken_charge": [-0.85, 0.66, -1.76, -0.66, -1.23, -0.17, 0.38, 0.28, 0.30, 0.45, 0.46, 0.32, 0.35, 0.33, 0.33, 0.38, 0.40, 0.36, 0.37, 0.29, 0.34, 0.34, -0.67], "mol_weight_g_mol": 106.19, "orbital_gap_ev": 11.21, "e_homo_ev": -14.6, "charge": 1}

<b>
{"formula": "C5H16NO", "method": "ωB97M-V/def2-TZVPD", "elements": ["C", "C", "N", "H", "H", "H", "H", "H", "H", "H", "H", "C", "C", "C", "O", "H", "H", "H", "H", "H", "H", "H", "H"], "coordinates": [[0.6150, 2.0623, 2.7237], [-0.1193, 1.5692, 1.4377], [-0.3297, 0.0292, 1.3957], [0.9590, 3.0582, 2.4828], [-0.0681, 1.8055, 3.5895], [1.5398, 1.4469, 2.8197], [-1.0542, 2.0724, 1.3785], [0.5295, 1.7258, 0.5665], [0.5623, -0.4288, 1.5180], [-0.7941, -0.2287, 0.4995], [-0.9483, -0.2615, 2.1498], [-0.0242, -2.4074, -1.4676], [-0.3427, -0.9781, -1.9736], [0.7795, 0.0770, -1.7902], [-1.5088, -0.4659, -1.2093], [-0.8020, -3.0787, -1.8291], [0.1111, -2.4098, -0.3775], [0.9195, -2.8002, -1.9230], [-0.7610, -0.9731, -2.9714], [1.4673, -0.0935, -2.6428], [1.2365, -0.1482, -0.8238], [0.3382, 1.0377, -1.8372], [-2.3053, -0.6103, -1.7157]], "mulliken_charge": [-1.07, -0.36, -0.16, 0.37, 0.33, 0.33, 0.40, 0.29, 0.42, 0.07, 0.40, -1.05, 0.21, -1.17, -0.68, 0.35, 0.22, 0.33, 0.51, 0.39, 0.22, 0.35, 0.31], "mol_weight_g_mol": 106.19, "orbital_gap_ev": 11.30, "e_homo_ev": -14.4, "charge": 1}

List of relative energies, unit hartree: <a> 0.0143; <b> 0.0000